{"formula": "C2H5Br2N3", "method": "ωB97M-V with the def2-TZVPD basis set", "lumo_energy_ev": -8.730, "e_homo_ha": -0.7101, "charge": 2, "spin_multiplicity": 1, "elements": ["C", "C", "N", "N", "N", "Br", "Br", "H", "H", "H", "H", "H"], "positions_angstrom": [[1.917, -0.142, 1.032], [-1.630, -0.153, -0.794], [2.081, 0.404, 2.141], [-2.382, 0.056, -1.842], [1.606, -0.496, -0.087], [-1.150, -1.805, -0.390], [-1.166, 1.320, 0.274], [1.884, 0.012, 3.039], [2.025, 1.478, 2.125], [-2.654, -0.830, -2.385], [-2.700, 0.957, -2.215], [2.169, -0.802, -0.898]], "lowdin_charge": [-0.159, -1.246, 0.274, 0.095, 0.243, 1.015, 0.879, 0.168, 0.225, 0.179, 0.160, 0.167]}



{"formula": "C4H4BrN3S", "method": "ωB97M-V with the def2-TZVPD basis set", "s2": 2.01, "lumo_energy_ev": [0.824, -3.837], "e_homo_ha": [-0.3093, -0.3015], "charge": 0, "spin_multiplicity": 3, "elements": ["C", "C", "C", "C", "N", "N", "N", "S", "Br", "H", "H", "H", "H"], "positions_angstrom": [[2.351, -1.542, 0.240], [0.407, -0.682, -0.132], [1.142, 0.220, 0.589], [-1.798, 0.955, -0.602], [1.175, -1.793, -0.282], [2.385, -0.302, 0.770], [-1.040, 1.950, -0.545], [-1.265, -0.710, -0.612], [-5.290, 0.164, 0.278], [3.158, -2.245, 0.247], [-1.476, 2.865, -0.522], [-2.892, 0.958, -0.674], [3.142, 0.162, 1.244]], "lowdin_charge": [-0.208, -0.670, 0.041, -0.618, 0.040, 0.040, 0.043, 0.959, 0.088, 0.116, 0.054, -0.031, 0.147]}



{"formula": "H2NO4S", "method": "ωB97M-V with the def2-TZVPD basis set", "lumo_energy_ev": [3.902, 4.002], "e_homo_ha": [-0.1113, -0.1729], "charge": -1, "spin_multiplicity": 1, "elements": ["N", "O", "O", "O", "O", "S", "H", "H"], "positions_angstrom": [[1.558, 0.911, -0.375], [-1.471, 0.201, -0.758], [-0.829, -1.993, 0.037], [-1.936, -0.524, 1.594], [1.175, 0.470, 0.829], [-1.138, -0.639, 0.384], [0.917, 1.591, -0.878], [1.725, -0.017, -0.832]], "lowdin_charge": [-0.155, -0.414, -0.394, -0.399, -0.295, 0.483, 0.090, 0.085]}



Respective E_tot values: -5390.793350 -3291.130677 -755.051212 a.u..
Respective ΔE to the lowest compared entry with this formula, charge and spin values: 0.000 0.759 1.829 eV.